The following is a quantum chemistry calculation of 10 unconnected molecules or ions with the total composition C4H27N2O11 at a distorted geometry, from OMol25.

Output
Max |F|: 2.60 eV Å⁻¹
Relative energy (zero: lowest compared OMol25 entry of this formula, charge and spin): 26.7 kcal/mol
Total charge: -1
E_HOMO: -0.1951 Ha
DFT total energy: -1105.8403 hartree
HOMO-LUMO gap: 7.788 eV

Each line ends with the natural charge from an NBO analysis.
CARTESIAN COORDINATES (ANGSTROEM)
H -1.6913 -2.0167 -2.5696  0.526
O -3.7430 -1.1345 1.6305  -0.982
O -0.1093 -2.5259 2.6117  -0.965
H -1.6059 -1.1546 -3.8650  0.465
H 2.4419 3.3222 0.4761  0.478
H 1.5930 1.3582 -2.6275  0.224
H 0.1105 -2.7830 -3.6301  0.504
O -3.2594 0.4924 -0.7493  -1.068
H -1.3738 3.7184 1.2050  0.481
O -1.4102 -1.0824 -1.2890  -0.945
H 0.3348 -1.9066 2.0174  0.492
H 3.8728 -1.1195 0.7294  0.392
H 1.3930 -0.3708 -2.5986  0.196
H 1.1855 3.8958 1.2232  0.490
O -0.8779 3.3898 1.9635  -1.004
O 1.4129 1.1380 3.2880  -0.939
H -0.3763 0.1848 0.4930  0.379
H -2.4919 -0.2092 -0.9176  0.511
C 1.0453 0.5639 -2.1538  -0.619
N 3.0056 -0.7223 0.4212  -0.828
O -1.4651 -2.0670 -3.6001  -1.027
H -3.0787 -1.3840 0.9617  0.516
H -1.3093 2.5997 2.3251  0.510
N 0.3786 -0.3829 0.1350  -0.709
H -0.0074 0.7493 -2.4644  0.237
H -4.1343 0.1309 -0.6058  0.462
O 0.7770 -3.3445 -3.1501  -0.981
H 0.3813 -1.9094 -1.2341  0.148
H -2.6272 1.2397 0.8664  0.517
O 1.9065 4.1088 0.6180  -0.969
H 1.8048 2.0165 3.3625  0.465
O -2.3285 1.0650 1.7819  -1.036
C 1.2518 0.5154 -0.6576  -0.146
H -0.6396 -2.2519 0.2535  0.137
C -0.3520 -1.5051 -0.5368  0.098
C 2.7364 0.3399 -0.3834  0.669
H 1.5013 -2.7177 -3.0096  0.448
H -3.7608 -1.7020 2.4038  0.475
O 3.6196 0.9580 -0.9604  -0.661
H -3.0432 0.5608 2.2115  0.498
H -0.5651 -2.0434 3.3035  0.467
H 2.1998 -1.0986 0.9003  0.409
H 1.1847 1.5556 -0.2530  0.211
H 0.5316 1.3621 2.9603  0.475

Cartesian forces (eV/Å) of the 2 atoms listed first:
H 0.980 0.646 -1.571
O -0.679 0.146 -0.114